The following is a DFT calculation (ωB97M-V/def2-TZVPD) of C17H22F3GaNO5P2 as an isolated structure in a non-equilibrium geometry.

Positions of all 51 atoms, in Å:
1 Ga -1.55623 0.97725 2.50931
2 P 0.70162 1.56029 1.94309
3 P 1.96294 0.26289 3.12961
4 F 0.03482 -3.10038 0.71905
5 F -0.32640 1.90269 -1.91409
6 F -3.92828 -0.78134 4.39664
7 O -4.33362 2.24574 0.17790
8 O 1.61766 -1.27229 2.74408
9 O -2.40206 -0.04063 5.79117
10 O 1.41101 0.42197 4.62682
11 O 3.40424 0.51993 3.02105
12 N -2.62772 0.88064 0.88517
13 C 1.17470 1.79816 -5.19054
14 C 0.91738 -4.33623 -1.07477
15 C 0.72503 1.38164 -3.94635
16 C 1.01739 3.11960 -5.58588
17 C 1.98222 -5.03718 -1.62286
18 C -2.63971 -0.48196 4.71017
19 C 3.16496 -5.18301 -0.91063
20 C -2.31055 3.38182 0.53690
21 C -1.70030 -0.74150 3.62343
22 C 0.40389 4.02865 -4.73470
23 C 0.11551 2.30427 -3.12026
24 C 2.23063 -3.91560 0.91066
25 C 1.06531 -3.78825 0.18340
26 C -1.95356 0.25261 -0.26759
27 C -0.05653 3.62268 -3.49099
28 C -3.17083 2.13004 0.52393
29 C 3.28589 -4.62259 0.35453
30 H -2.09401 2.20560 3.37719
31 H 2.30245 -3.46020 1.88921
32 H 4.20568 -4.73356 0.91256
33 H -2.52014 -0.62624 -0.60078
34 H 0.28312 5.05985 -5.03844
35 H -0.54318 4.31181 -2.81404
36 H -1.73385 3.46420 -0.38498
37 H 0.62413 0.98520 4.66217
38 H 1.65020 1.08705 -5.85273
39 H -1.62482 3.43342 1.37902
40 H -1.86817 0.90471 -1.12916
41 H -0.76615 -1.05535 4.07992
42 H 1.37299 3.44015 -6.55609
43 H -2.97989 4.23921 0.59448
44 H 0.84268 0.35919 -3.61346
45 H -0.96196 -0.12082 -0.00004
46 H 0.99806 1.17297 0.62123
47 H 1.88682 -5.46893 -2.61039
48 H -0.01544 -4.21284 -1.60863
49 H -2.11889 -1.50227 2.96489
50 H 3.99201 -5.73112 -1.34246
51 H 0.85893 -1.24195 2.14228

**Energy above the lowest of the compared OMol25 structures with the same formula, charge and spin**: 0.0 kcal/mol
**E_tot**: -3999.22077 Eh
**LUMO energy**: 2.37 eV
**Total charge**: -1